Record 1
Formula: C4H4BrN
Source: the OMol25 dataset
Level of theory: wB97M-V/def2-TZVPD

Geometry (Å):
C (0.6322, 1.2063, -1.8336)
C (-0.3972, 0.0613, 1.5610)
C (-0.8962, -0.6442, 0.3483)
C (0.4527, -0.7086, 1.0156)
N (-0.1984, 1.9856, -1.7647)
Br (1.9725, -1.5567, 0.4231)
H (1.5499, 0.6010, -1.9845)
H (-0.6807, 0.6569, 2.3191)
H (-1.3742, -1.5310, 0.4795)
H (-1.0606, -0.0707, -0.5638)

Calculated values
- E: -2783.43605 Eh
- LUMO level: 0.0190 Ha
- 2S+1: 1
- SMILES: BrC1=CC1.C#N

=====

Record 2
Formula: C4H4BrN3
Source: the OMol25 dataset
Level of theory: wB97M-V/def2-TZVPD

Geometry (Å):
C (-1.7282, -1.6812, 0.0917)
C (-1.7524, -0.7969, -0.8941)
C (0.1157, 0.0272, -0.3695)
C (1.2202, 1.9985, -0.9342)
N (0.3675, -0.7602, 0.5772)
N (0.6225, 0.9065, -1.1751)
N (-0.5748, -1.6680, 0.8649)
Br (-3.0010, -0.1887, -2.0931)
H (-2.4450, -2.4415, 0.3559)
H (1.5535, 2.5824, -1.7791)
H (1.4212, 2.3827, 0.0647)
H (-0.3417, -2.3738, 1.5425)

Calculated values
- E: -2892.94784 Eh
- LUMO level: 0.0003 Ha
- 2S+1: 1

=====

Record 3
Formula: C4H4BrNO
Source: the OMol25 dataset
Level of theory: wB97M-V/def2-TZVPD

Geometry (Å):
C (-1.2422, 1.4522, -0.1950)
C (0.6006, 0.3413, 0.5444)
C (-2.0252, 0.0884, -0.0861)
C (0.0315, -0.9430, -0.0104)
N (-0.0382, 1.4276, 0.3512)
O (-1.3497, -0.9790, 0.3369)
Br (-3.8760, -0.0190, 0.0136)
H (-1.7255, 2.3375, -0.5412)
H (1.4820, 0.3412, 1.1585)
H (0.1234, -0.9639, -1.1078)
H (0.4779, -1.8344, 0.4225)

Calculated values
- E: -2858.74098 Eh
- LUMO level (alpha / beta): 0.0069 / 0.0069 Ha
- 2S+1: 1
- SMILES: BrC1=CN=CCO1